1.
Molecular formula: C58H61N11O
Method: DFT, ωB97M-V/def2-TZVPD

Positions of all 131 atoms, in Å:
1 N 0.2158 -0.1972 -4.9522
2 C 0.5190 -1.0844 -5.9085
3 C 1.1998 -0.7452 -7.0490
4 C 1.7524 0.5170 -7.1431
5 C 1.6196 1.3987 -6.0656
6 C 0.7782 1.0439 -5.0260
7 H 0.1578 -2.0954 -5.7909
8 H 1.4409 -1.3952 -7.8771
9 H 2.2078 0.8769 -8.0538
10 H 2.0948 2.3684 -6.0846
11 H 0.5879 1.7769 -4.2560
12 N 3.9407 -4.2556 4.7367
13 C 3.9146 -3.7298 3.4921
14 C 2.7564 -3.1635 2.9183
15 C 1.5699 -3.1878 3.7044
16 C 1.6634 -3.6177 4.9763
17 C 2.8714 -4.1016 5.5070
18 H 4.7930 -3.8918 2.8849
19 H 2.7818 -2.8861 1.8748
20 H 0.5931 -2.8703 3.3705
21 H 0.8211 -3.6665 5.6506
22 H 2.9272 -4.5678 6.4796
23 N -3.2477 -2.9888 -4.0919
24 C -3.0492 -1.7971 -3.5311
25 C -3.4760 -1.5106 -2.2052
26 C -4.1148 -2.4897 -1.4842
27 C -4.2010 -3.7683 -2.0666
28 C -3.7780 -3.9717 -3.3828
29 H -2.4008 -1.1282 -4.0775
30 H -3.1989 -0.6063 -1.6839
31 H -4.3867 -2.3924 -0.4435
32 H -4.5852 -4.6001 -1.4948
33 H -3.8101 -4.9540 -3.8306
34 N -0.7012 1.5384 0.2655
35 C -0.1334 0.9060 1.2629
36 C 0.4708 -0.3240 1.1568
37 C 0.4697 -0.9497 -0.0961
38 C -0.0420 -0.2989 -1.1812
39 C -0.6721 0.9540 -0.9806
40 H -0.1788 1.3532 2.2449
41 H 0.8242 -0.8927 2.0043
42 H 1.0125 -1.8766 -0.2089
43 H 0.0152 -0.8078 -2.1320
44 H -1.2172 1.4565 -1.7659
45 N 1.1899 2.0151 4.6541
46 C 0.9704 2.1446 5.9617
47 C 1.8896 2.6463 6.8335
48 C 3.1756 2.8814 6.3498
49 C 3.4460 2.7739 5.0156
50 C 2.4408 2.2875 4.2029
51 H -0.0152 1.8642 6.3028
52 H 1.6157 2.7830 7.8692
53 H 3.9800 3.2152 6.9885
54 H 4.4419 2.9300 4.6281
55 H 2.5791 2.2110 3.1345
56 N 2.6126 -4.2563 -3.2830
57 C 2.7119 -2.9074 -3.3422
58 C 3.2216 -2.1519 -2.2946
59 C 3.4735 -2.7273 -1.0815
60 C 3.2547 -4.0731 -0.9699
61 C 2.8947 -4.8499 -2.1274
62 H 2.4270 -2.4619 -4.2838
63 H 3.4857 -1.1310 -2.5277
64 H 3.9874 -2.1810 -0.3044
65 H 3.4116 -4.5384 -0.0080
66 H 2.6848 -5.9069 -2.0555
67 N 0.5337 -6.7401 0.3000
68 C 0.5520 -5.5800 1.0311
69 C -0.1973 -4.4287 0.7115
70 C -0.9204 -4.3750 -0.4965
71 C -0.9405 -5.5571 -1.2376
72 C -0.2357 -6.7330 -0.8392
73 H 1.2322 -5.6483 1.8671
74 H -0.0790 -3.5469 1.3238
75 H -1.3696 -3.4351 -0.7813
76 H -1.3879 -5.5238 -2.2200
77 H -0.1087 -7.5796 -1.4976
78 N -2.1046 -1.8243 3.1484
79 C -1.7317 -0.9295 4.0752
80 C -2.2331 0.3807 4.1176
81 C -3.2425 0.7573 3.2257
82 C -3.6506 -0.1578 2.2789
83 C -3.1119 -1.4267 2.3282
84 H -0.9972 -1.2433 4.8021
85 H -1.9317 1.0419 4.9166
86 H -3.6754 1.7467 3.2128
87 H -4.3037 0.0488 1.4440
88 H -3.4393 -2.1421 1.5884
89 N -2.5091 6.0035 1.6971
90 C -1.3577 6.3244 1.0692
91 C -0.2384 5.5098 1.1597
92 C -0.2785 4.3829 1.9931
93 C -1.4330 4.1094 2.7170
94 C -2.5451 4.9557 2.5170
95 H -1.3519 7.2278 0.4774
96 H 0.6475 5.7439 0.5880
97 H 0.5319 3.6707 1.9458
98 H -1.5630 3.2580 3.3687
99 H -3.4813 4.7695 3.0222
100 N -3.8600 2.2664 -1.8258
101 C -4.9870 1.7327 -2.3013
102 C -6.1813 1.6207 -1.5822
103 C -6.1970 2.1446 -0.2884
104 C -4.9989 2.6701 0.2206
105 C -3.8646 2.6948 -0.5775
106 H -4.9544 1.2156 -3.2489
107 H -7.1156 1.1920 -1.9133
108 H -7.0784 2.0357 0.3262
109 H -5.0019 3.0958 1.2132
110 H -2.9017 3.0309 -0.2220
111 N 1.2551 4.6645 -4.6383
112 C 1.9084 4.3587 -3.4872
113 C 1.2808 4.0110 -2.2739
114 C -0.1150 3.9716 -2.3210
115 C -0.8421 4.3208 -3.4509
116 C -0.1027 4.5852 -4.6141
117 H 2.9823 4.4582 -3.5439
118 H 1.8853 3.7810 -1.4089
119 H -0.6843 3.6684 -1.4548
120 H -1.9187 4.2624 -3.3871
121 H -0.5593 4.8692 -5.5507
122 C 3.5993 1.2873 -1.0240
123 C 3.6044 1.7888 0.4044
124 O 3.2557 2.9173 0.7715
125 C 4.1809 0.8594 1.5131
126 H 4.3446 0.4929 -1.0631
127 H 3.7970 2.1104 -1.7108
128 H 2.5910 0.8988 -1.1668
129 H 3.3358 0.2877 1.8965
130 H 4.5632 1.4676 2.3329
131 H 5.0154 0.2352 1.1935

As for the largest force on an atom: 3.00 eV/Å. Its HOMO energy (alpha / beta) is -0.478 / -5.075 eV. As for the molar mass: 928.20 g/mol. The total energy is -79570.953 eV. As for the net charge: -1. The frontier orbital gap (alpha / beta) comes out at 0.1015 / 0.2701 Ha. As for the multiplicity: 2.

2.
Molecular formula: C58H67BrN10O5S
Method: DFT, ωB97M-V/def2-TZVPD

Positions of all 142 atoms, in Å:
1 C -8.4248 -0.0381 -4.6335
2 C -6.8970 0.2369 -4.5270
3 C -6.1009 -0.9623 -3.9182
4 C -5.4657 -0.6598 -2.5171
5 C -3.9264 -0.4208 -2.5568
6 C -3.0643 -1.6114 -2.0562
7 C -3.4524 -2.1599 -0.6392
8 C -2.3451 -1.9968 0.4414
9 C -0.9632 -2.6278 0.0891
10 C -1.0277 -3.8246 -0.8963
11 C 0.2265 -4.7160 -0.8725
12 O 1.5027 -4.0980 -0.5293
13 S 2.5808 -4.6707 -1.5970
14 O 3.9050 -4.9598 -1.1648
15 O 2.6792 -3.5800 -2.5163
16 O 1.7831 -5.9328 -2.2939
17 C 0.4139 -5.6299 -2.1429
18 Br -0.4186 -7.3528 -1.5532
19 O -0.3179 -5.3438 -3.3173
20 C 0.4494 -4.9526 -4.3211
21 N 1.0144 -4.4795 -5.1551
22 H -8.9802 0.8887 -4.8784
23 H -8.6616 -0.7690 -5.4533
24 H -8.8593 -0.4273 -3.6942
25 H -6.5461 0.3664 -5.5685
26 H -6.7725 1.1796 -3.9642
27 H -6.8111 -1.8086 -3.8359
28 H -5.3165 -1.2697 -4.6334
29 H -5.7839 -1.4458 -1.8129
30 H -5.9225 0.2924 -2.1788
31 H -3.6447 -0.2118 -3.6080
32 H -3.6637 0.4622 -1.9472
33 H -3.0227 -2.4456 -2.7815
34 H -2.0224 -1.2310 -1.9716
35 H -4.3599 -1.6426 -0.2884
36 H -3.6664 -3.2399 -0.7570
37 H -2.2561 -0.9252 0.6904
38 H -2.7170 -2.5041 1.3549
39 H -0.5162 -3.0034 1.0332
40 H -0.2801 -1.8456 -0.2888
41 H -1.1444 -3.4326 -1.9204
42 H -1.8915 -4.4581 -0.6379
43 H 0.0780 -5.4397 -0.0553
44 N 3.1108 -1.8135 3.0318
45 C 4.3981 -1.6182 3.3226
46 C 5.4400 -1.9557 2.4711
47 C 5.1291 -2.5317 1.2498
48 C 3.7992 -2.7451 0.9290
49 C 2.8345 -2.3684 1.8504
50 H 4.5929 -1.1667 4.2897
51 H 6.4671 -1.7717 2.7580
52 H 5.9141 -2.8110 0.5561
53 H 3.5193 -3.1931 -0.0151
54 H 1.7796 -2.5124 1.6415
55 N 1.8321 1.5389 4.7563
56 C 1.7988 2.2907 5.8612
57 C 2.9264 2.8355 6.4562
58 C 4.1609 2.5858 5.8782
59 C 4.2197 1.8070 4.7339
60 C 3.0324 1.3124 4.2157
61 H 0.8133 2.4588 6.2812
62 H 2.8384 3.4392 7.3494
63 H 5.0660 2.9935 6.3139
64 H 5.1636 1.5882 4.2504
65 H 3.0300 0.7028 3.3208
66 N -8.0864 -2.8123 -7.4065
67 C -7.8152 -3.0938 -8.6826
68 C -8.6984 -3.7333 -9.5380
69 C -9.9349 -4.1073 -9.0419
70 C -10.2396 -3.8283 -7.7201
71 C -9.2876 -3.1802 -6.9480
72 H -6.8334 -2.7850 -9.0261
73 H -8.4237 -3.9331 -10.5654
74 H -10.6535 -4.6111 -9.6787
75 H -11.1954 -4.1063 -7.2963
76 H -9.4844 -2.9372 -5.9089
77 N -11.8053 -4.8729 -12.4244
78 C -12.3695 -3.8832 -13.1198
79 C -11.9254 -3.4634 -14.3640
80 C -10.8302 -4.1036 -14.9193
81 C -10.2269 -5.1324 -14.2152
82 C -10.7520 -5.4768 -12.9796
83 H -13.2215 -3.4095 -12.6441
84 H -12.4246 -2.6562 -14.8830
85 H -10.4514 -3.8047 -15.8891
86 H -9.3691 -5.6567 -14.6147
87 H -10.3149 -6.2786 -12.3932
88 N 9.7569 -5.3000 -1.8531
89 C 8.9160 -5.8502 -0.9749
90 C 7.5372 -5.7165 -1.0389
91 C 6.9992 -4.9657 -2.0710
92 C 7.8535 -4.3835 -2.9935
93 C 9.2171 -4.5824 -2.8403
94 H 9.3835 -6.4260 -0.1831
95 H 6.9024 -6.1875 -0.2998
96 H 5.9279 -4.8364 -2.1552
97 H 7.4714 -3.7895 -3.8131
98 H 9.9250 -4.1495 -3.5395
99 N 7.0041 2.1894 2.2336
100 C 8.2958 2.3701 2.5174
101 C 9.3298 2.0124 1.6663
102 C 9.0069 1.4295 0.4517
103 C 7.6728 1.2303 0.1369
104 C 6.7157 1.6278 1.0576
105 H 8.4999 2.8263 3.4804
106 H 10.3598 2.1854 1.9481
107 H 9.7856 1.1341 -0.2411
108 H 7.3802 0.7776 -0.8011
109 H 5.6582 1.4951 0.8538
110 N 1.3344 7.0289 7.8097
111 C 1.9148 8.1837 8.1432
112 C 3.2043 8.5344 7.7740
113 C 3.9370 7.6344 7.0180
114 C 3.3561 6.4284 6.6611
115 C 2.0580 6.1768 7.0795
116 H 1.3038 8.8550 8.7379
117 H 3.6233 9.4869 8.0711
118 H 4.9489 7.8709 6.7109
119 H 3.8956 5.6988 6.0713
120 H 1.5589 5.2487 6.8218
121 N 7.0428 8.9753 8.4146
122 C 6.9514 10.2830 8.6662
123 C 7.3601 10.8711 9.8528
124 C 7.8912 10.0562 10.8388
125 C 7.9938 8.6958 10.6009
126 C 7.5587 8.2095 9.3779
127 H 6.5264 10.8806 7.8664
128 H 7.2642 11.9385 10.0000
129 H 8.2212 10.4763 11.7811
130 H 8.4022 8.0263 11.3459
131 H 7.6223 7.1518 9.1452
132 N -1.1629 3.6274 7.0299
133 C -1.9778 3.0719 7.9287
134 C -3.3588 3.1796 7.8877
135 C -3.9286 3.9088 6.8572
136 C -3.1017 4.4957 5.9139
137 C -1.7328 4.3237 6.0449
138 H -1.4860 2.5138 8.7185
139 H -3.9708 2.7053 8.6433
140 H -5.0043 4.0182 6.7898
141 H -3.5083 5.0733 5.0947
142 H -1.0454 4.7616 5.3285

As for the largest force on an atom: 5.37 eV/Å. Its HOMO energy is -9.024 eV. As for the molar mass: 1096.21 g/mol. The total energy is -167243.003 eV. The frontier orbital gap comes out at 0.3192 Ha.

3.
Molecular formula: C58H67F3N5O
Method: DFT, ωB97M-V/def2-TZVPD

Positions of all 134 atoms, in Å:
1 C -2.8928 -1.7166 -2.2576
2 C -2.5778 -2.2727 -0.8789
3 C -2.9513 -3.7629 -0.7968
4 C -3.2115 -1.4561 0.2285
5 C -4.6095 -1.2589 0.2080
6 C -5.2785 -0.8163 1.3445
7 C -4.5882 -0.7098 2.5502
8 C -3.1919 -0.8640 2.6320
9 C -2.4932 -0.8751 3.9612
10 C -3.4277 -1.1036 5.1419
11 C -1.6721 0.3901 4.1824
12 C -2.5022 -1.1315 1.4131
13 N -1.0968 -1.4157 1.4412
14 N -0.7558 -2.3838 2.3008
15 N 0.5662 -2.5876 2.1238
16 C 1.1003 -3.8506 2.5485
17 C 1.2510 -4.9003 1.6040
18 C 0.7674 -4.8269 0.1428
19 C -0.1729 -5.9997 -0.1562
20 C 1.9401 -4.7569 -0.8258
21 C 1.8778 -6.0842 2.0272
22 C 2.2604 -6.2391 3.3543
23 C 1.9963 -5.2457 4.2992
24 C 1.3579 -4.0681 3.9157
25 C 1.0313 -2.9878 4.9561
26 C 2.2160 -2.0546 5.1529
27 C 0.6328 -3.6358 6.2806
28 C 1.1029 -1.6672 1.2282
29 C 2.5553 -1.3965 1.2745
30 C 3.0201 -0.0606 1.2511
31 C 4.3514 0.2861 1.3981
32 C 5.2904 -0.7215 1.5516
33 C 6.7261 -0.3555 1.7184
34 F 7.5934 -1.3556 1.3832
35 F 7.0672 0.7287 0.9578
36 F 6.9986 -0.0214 3.0220
37 C 4.9115 -2.0624 1.6171
38 C 3.5601 -2.3941 1.4455
39 C 0.0315 -1.0122 0.6703
40 C 0.1907 0.2129 -0.3102
41 H -2.5189 -0.6849 -2.3395
42 H -2.3897 -2.3145 -3.0327
43 H -3.9725 -1.7060 -2.4690
44 H -1.4988 -2.1884 -0.7384
45 H -2.7291 -4.1687 0.2023
46 H -4.0290 -3.9031 -0.9845
47 H -2.3898 -4.3612 -1.5357
48 H -5.1635 -1.4509 -0.7047
49 H -6.3353 -0.5738 1.3217
50 H -5.1192 -0.4893 3.4695
51 H -1.8038 -1.7317 3.9599
52 H -4.0514 -1.9934 4.9923
53 H -2.8405 -1.2596 6.0562
54 H -4.0800 -0.2389 5.3221
55 H -0.9464 0.5528 3.3772
56 H -2.3347 1.2630 4.2341
57 H -1.1309 0.3135 5.1344
58 H 0.1816 -3.8921 0.0414
59 H -0.9816 -6.0362 0.5897
60 H -0.6321 -5.9162 -1.1475
61 H 0.3793 -6.9513 -0.1088
62 H 2.6150 -3.9353 -0.5521
63 H 2.5168 -5.6948 -0.8009
64 H 1.6066 -4.5810 -1.8545
65 H 2.0711 -6.8698 1.3080
66 H 2.7749 -7.1420 3.6677
67 H 2.2950 -5.3833 5.3354
68 H 0.1679 -2.4117 4.5646
69 H 2.5328 -1.5952 4.2071
70 H 1.9736 -1.2584 5.8643
71 H 3.0670 -2.6279 5.5522
72 H -0.1256 -4.4127 6.1269
73 H 1.5148 -4.0958 6.7410
74 H 0.2334 -2.9040 6.9839
75 H 2.3100 0.7520 1.1557
76 H 4.6638 1.3219 1.4030
77 H 5.6618 -2.8592 1.7950
78 H 3.2806 -3.4617 1.4054
79 H 1.2963 0.2018 -0.1448
80 H -0.4255 1.0253 0.1383
81 C -1.8360 6.6564 -4.6728
82 N -0.7871 5.7637 -4.2120
83 C 0.5441 6.1449 -4.1970
84 O 0.9393 7.2715 -4.4846
85 C 1.3212 4.9697 -3.6198
86 C 2.2683 5.5466 -2.5552
87 C 1.5050 5.8674 -1.2940
88 C 0.6848 7.0045 -1.1928
89 C -0.1941 7.1454 -0.1038
90 C -0.2225 6.1641 0.8954
91 C 0.6810 5.0930 0.8623
92 C 1.5683 4.9804 -0.2162
93 N 0.2504 4.1089 -3.1248
94 C 0.5319 3.0143 -2.3679
95 C -0.2609 1.9722 -1.9905
96 C 0.4566 0.6738 -1.5959
97 C 0.5735 -0.3086 -2.8122
98 C 1.5849 -1.2910 -2.7811
99 C 1.5414 -2.3796 -3.6516
100 C 0.5562 -2.4169 -4.6371
101 C -0.3993 -1.3965 -4.7554
102 C -0.4320 -0.3522 -3.8181
103 C -1.0746 4.4616 -3.5788
104 C -2.1065 4.5828 -2.4206
105 C -3.4440 4.1084 -3.0046
106 C -3.1916 3.6319 -4.4582
107 C -1.6787 3.5309 -4.6705
108 H -1.3479 7.4970 -5.2039
109 H -2.5005 6.1010 -5.3673
110 H -2.4088 7.0533 -3.8042
111 H 1.8847 4.4824 -4.4346
112 H 3.0789 4.8352 -2.3621
113 H 2.6990 6.4729 -2.9673
114 H 0.7271 7.7784 -1.9642
115 H -0.8649 8.0147 -0.0489
116 H -0.9377 6.2402 1.7232
117 H 0.7085 4.3427 1.6580
118 H 2.3010 4.1681 -0.2493
119 H 1.6194 2.8141 -2.3619
120 H -1.3637 2.0722 -1.8749
121 H 1.6060 1.0368 -1.7878
122 H 2.4041 -1.1327 -2.0611
123 H 2.2848 -3.1546 -3.5116
124 H 0.4212 -3.3493 -5.1784
125 H -1.1552 -1.4230 -5.5349
126 H -1.2136 0.4238 -3.8228
127 H -1.7849 3.9788 -1.5658
128 H -2.1461 5.6264 -2.0746
129 H -3.8593 3.2827 -2.4114
130 H -4.1883 4.9182 -2.9842
131 H -3.6913 2.6782 -4.6538
132 H -3.6146 4.3747 -5.1473
133 H -1.3718 3.9011 -5.6561
134 H -1.2846 2.5157 -4.5323

As for the largest force on an atom: 9.99 eV/Å. Its HOMO energy is -9.869 eV. As for the molar mass: 907.20 g/mol. The total energy is -78875.659 eV. As for the net charge: +1. The frontier orbital gap comes out at 0.2394 Ha. The calculation puts the energy above the lowest of the compared OMol25 structures with the same formula, charge and spin at 19.1 kcal per mole.